{"formula": "C58H125N3O10", "method": "ωB97M-V with the def2-TZVPD basis set", "symbols": ["C", "C", "C", "O", "C", "H", "H", "H", "H", "H", "H", "H", "H", "C", "C", "C", "O", "C", "H", "H", "H", "H", "H", "H", "H", "H", "C", "C", "C", "O", "C", "H", "H", "H", "H", "H", "H", "H", "H", "C", "C", "C", "O", "C", "H", "H", "H", "H", "H", "H", "H", "H", "C", "C", "C", "O", "C", "H", "H", "H", "H", "H", "H", "H", "H", "C", "C", "C", "O", "C", "H", "H", "H", "H", "H", "H", "H", "H", "C", "C", "C", "O", "C", "H", "H", "H", "H", "H", "H", "H", "H", "C", "C", "C", "O", "C", "H", "H", "H", "H", "H", "H", "H", "H", "C", "C", "C", "O", "C", "H", "H", "H", "H", "H", "H", "H", "H", "C", "C", "C", "O", "C", "H", "H", "H", "H", "H", "H", "H", "H", "C", "C", "N", "C", "C", "C", "C", "H", "H", "H", "H", "H", "H", "H", "H", "H", "H", "H", "H", "H", "H", "H", "C", "C", "N", "C", "C", "C", "C", "H", "H", "H", "H", "H", "H", "H", "H", "H", "H", "H", "H", "H", "H", "H", "C", "C", "N", "C", "C", "C", "C", "H", "H", "H", "H", "H", "H", "H", "H", "H", "H", "H", "H", "H", "H", "H"], "positions_angstrom": [[14.252, 10.240, 9.672], [15.439, 10.765, 10.382], [16.200, 9.541, 10.831], [15.660, 8.444, 10.074], [14.739, 8.945, 9.145], [13.820, 10.947, 8.964], [13.509, 10.072, 10.452], [15.176, 11.430, 11.205], [16.123, 11.308, 9.730], [16.085, 9.214, 11.865], [17.272, 9.676, 10.684], [13.934, 8.240, 8.941], [15.322, 9.065, 8.232], [9.450, 13.937, 9.354], [9.343, 13.367, 7.947], [10.210, 12.084, 7.960], [11.233, 12.441, 8.914], [10.742, 13.336, 9.939], [8.616, 13.696, 10.013], [9.583, 15.018, 9.367], [9.591, 14.201, 7.289], [8.296, 13.143, 7.744], [10.646, 11.866, 6.985], [9.746, 11.232, 8.457], [11.471, 14.111, 10.180], [10.491, 12.735, 10.812], [15.979, 11.802, 5.033], [15.565, 10.672, 5.947], [14.067, 10.535, 5.751], [13.976, 10.816, 4.370], [15.032, 11.574, 3.853], [17.023, 11.703, 4.738], [15.914, 12.784, 5.501], [15.955, 10.758, 6.961], [16.044, 9.762, 5.586], [13.474, 11.282, 6.279], [13.642, 9.570, 6.025], [14.570, 12.526, 3.589], [15.481, 11.042, 3.014], [6.262, 10.668, 7.850], [5.758, 11.591, 8.942], [6.277, 10.968, 10.237], [6.469, 9.606, 9.922], [6.115, 9.292, 8.544], [7.326, 10.867, 7.723], [5.721, 10.838, 6.919], [4.668, 11.582, 8.948], [6.150, 12.604, 8.854], [5.491, 11.082, 10.983], [7.190, 11.426, 10.620], [5.078, 8.958, 8.547], [6.797, 8.526, 8.174], [6.240, 16.082, 11.116], [4.943, 15.540, 10.628], [4.656, 14.316, 11.488], [5.937, 13.911, 11.936], [6.734, 15.054, 12.185], [6.186, 17.125, 11.427], [6.917, 16.059, 10.262], [5.070, 15.285, 9.576], [4.127, 16.262, 10.635], [4.231, 13.594, 10.790], [3.917, 14.460, 12.276], [7.810, 14.890, 12.136], [6.556, 15.435, 13.190], [14.025, 14.488, 7.660], [13.965, 15.995, 7.506], [15.415, 16.454, 7.386], [16.152, 15.282, 7.474], [15.444, 14.232, 8.191], [13.959, 13.972, 6.702], [13.303, 14.080, 8.367], [13.525, 16.355, 8.437], [13.355, 16.326, 6.665], [15.673, 17.066, 8.250], [15.727, 17.097, 6.563], [15.517, 14.218, 9.279], [15.770, 13.228, 7.919], [6.811, 12.613, 3.421], [6.802, 11.713, 2.269], [6.549, 10.313, 2.899], [7.092, 10.469, 4.270], [7.591, 11.781, 4.436], [5.821, 12.785, 3.844], [7.260, 13.577, 3.183], [7.735, 11.686, 1.707], [5.957, 11.925, 1.614], [7.082, 9.554, 2.328], [5.492, 10.048, 2.884], [8.675, 11.875, 4.370], [7.327, 12.085, 5.449], [12.220, 14.586, 4.016], [11.440, 15.846, 4.090], [10.053, 15.351, 3.773], [9.970, 14.170, 4.535], [11.286, 13.641, 4.768], [13.196, 14.601, 4.502], [12.341, 14.231, 2.993], [11.747, 16.632, 3.401], [11.455, 16.292, 5.085], [9.860, 15.120, 2.725], [9.198, 15.953, 4.083], [11.387, 12.587, 4.507], [11.392, 13.701, 5.851], [9.370, 7.976, 6.017], [9.712, 7.798, 7.501], [11.033, 8.505, 7.693], [11.152, 9.425, 6.620], [10.591, 8.753, 5.459], [8.458, 8.546, 5.843], [9.280, 7.016, 5.509], [9.827, 6.748, 7.771], [8.934, 8.253, 8.113], [11.865, 7.803, 7.631], [11.285, 9.021, 8.619], [11.329, 8.056, 5.061], [10.275, 9.481, 4.712], [12.481, 12.413, 14.433], [13.250, 11.906, 15.641], [14.125, 10.809, 15.050], [14.058, 10.942, 13.595], [13.391, 12.125, 13.221], [12.208, 13.466, 14.503], [11.543, 11.882, 14.270], [12.530, 11.485, 16.343], [13.906, 12.684, 16.032], [13.900, 9.786, 15.353], [15.187, 10.857, 15.290], [12.801, 11.920, 12.328], [14.163, 12.874, 13.044], [16.830, 18.790, 14.256], [15.729, 18.088, 13.393], [16.325, 16.888, 12.783], [15.306, 15.881, 12.453], [14.297, 16.329, 11.423], [17.131, 17.255, 11.603], [17.999, 16.056, 11.174], [17.683, 19.142, 13.675], [17.300, 18.070, 14.926], [16.390, 19.551, 14.901], [14.962, 17.730, 14.081], [15.231, 18.720, 12.658], [14.800, 15.532, 13.354], [15.858, 14.984, 12.172], [13.667, 17.108, 11.855], [13.670, 15.499, 11.099], [14.755, 16.743, 10.525], [16.552, 17.645, 10.766], [17.835, 18.002, 11.971], [17.402, 15.454, 10.490], [18.904, 16.384, 10.664], [18.244, 15.399, 12.009], [9.592, 9.910, 11.119], [9.485, 8.525, 11.563], [10.206, 8.308, 12.875], [9.951, 6.954, 13.382], [8.485, 6.786, 13.763], [11.677, 8.623, 12.996], [12.588, 7.787, 12.019], [8.928, 10.000, 10.259], [10.614, 10.190, 10.866], [9.246, 10.537, 11.941], [8.430, 8.273, 11.669], [9.882, 7.777, 10.877], [10.345, 6.196, 12.705], [10.475, 6.809, 14.327], [7.852, 6.750, 12.876], [8.338, 5.968, 14.468], [8.174, 7.697, 14.275], [11.961, 8.533, 14.044], [11.799, 9.693, 12.830], [13.649, 8.025, 12.098], [12.293, 8.019, 10.996], [12.493, 6.706, 12.119], [2.535, 16.644, 4.724], [3.947, 17.148, 4.491], [5.006, 16.178, 4.794], [5.108, 16.094, 6.243], [6.153, 15.022, 6.632], [6.222, 16.476, 4.035], [6.864, 17.865, 4.425], [2.289, 16.510, 5.777], [2.320, 15.702, 4.220], [1.793, 17.333, 4.323], [3.937, 17.339, 3.418], [4.144, 18.108, 4.969], [5.280, 17.041, 6.753], [4.164, 15.711, 6.630], [7.167, 15.310, 6.357], [6.226, 14.904, 7.713], [5.821, 14.065, 6.230], [6.054, 16.439, 2.959], [6.961, 15.689, 4.192], [7.193, 17.816, 5.463], [6.208, 18.712, 4.221], [7.849, 18.080, 4.011]], "lowdin_spin": [0.000, 0.001, 0.001, 0.000, 0.000, 0.000, 0.000, 0.000, 0.000, 0.000, 0.000, 0.000, 0.000, 0.044, 0.009, 0.001, 0.003, 0.021, 0.002, 0.073, 0.011, 0.000, 0.000, 0.000, 0.017, 0.004, 0.001, 0.000, 0.000, 0.000, 0.001, 0.000, 0.000, 0.000, 0.000, 0.000, 0.000, 0.000, 0.000, 0.001, 0.004, 0.002, 0.001, 0.001, 0.000, 0.001, 0.003, 0.001, 0.001, 0.001, 0.001, 0.000, 0.056, 0.009, 0.007, 0.006, 0.035, 0.013, 0.020, 0.002, 0.004, 0.003, 0.001, 0.022, 0.006, 0.004, 0.048, 0.016, 0.002, 0.001, 0.000, 0.003, 0.025, 0.009, 0.003, 0.005, 0.001, 0.000, 0.001, 0.001, 0.001, 0.000, 0.001, 0.001, 0.000, 0.001, 0.000, 0.000, 0.000, 0.000, 0.000, 0.006, 0.035, 0.011, 0.004, 0.003, 0.002, 0.001, 0.010, 0.024, 0.002, 0.003, 0.000, 0.001, 0.000, 0.000, 0.000, 0.000, 0.000, 0.000, 0.000, 0.000, 0.000, 0.000, 0.000, 0.000, 0.000, 0.021, 0.007, 0.002, 0.001, 0.003, 0.021, 0.004, 0.002, 0.003, 0.000, 0.001, 0.001, 0.001, 0.003, 0.013, 0.001, 0.007, 0.051, 0.002, 0.002, 0.000, 0.000, 0.001, 0.006, 0.006, 0.004, 0.000, 0.035, 0.008, 0.003, 0.002, 0.000, 0.000, 0.000, 0.000, 0.002, 0.000, 0.000, 0.000, 0.001, 0.001, 0.000, 0.000, 0.000, 0.003, 0.000, 0.000, 0.000, 0.000, 0.000, 0.000, 0.001, 0.000, 0.000, 0.000, 0.000, 0.000, 0.005, 0.004, 0.001, 0.012, 0.012, 0.004, 0.047, 0.001, 0.000, 0.001, 0.001, 0.003, 0.011, 0.002, 0.007, 0.003, 0.001, 0.001, 0.001, 0.027, 0.004, 0.010], "charge": -1, "e_tot_ha": -3201.264530, "multiplicity": 2, "e_homo_ev": [0.6, -6.3], "s_squared": 0.75}